{"formula": "H16NO6", "method": "the ωB97M-V functional and the def2-TZVPD basis", "species": ["N", "H", "H", "H", "H", "O", "H", "H", "O", "H", "H", "O", "H", "H", "O", "H", "H", "O", "H", "H", "O", "H", "H"], "coordinates": [[0.047101, 0.992311, -0.152837], [0.958566, 1.402438, 0.079145], [-0.330519, 0.351086, 0.591929], [0.289826, 0.296411, -0.943859], [-0.602789, 1.627690, -0.653273], [1.658723, -0.716872, 2.131900], [1.571166, -1.640598, 2.258900], [2.460976, -0.670024, 1.576100], [1.666686, -1.708470, -2.064120], [2.120011, -2.478161, -2.266423], [1.111927, -1.580022, -2.693409], [1.756280, 3.216819, -1.539621], [2.644240, 3.655600, -1.513883], [1.382235, 3.870826, -1.972863], [-2.533383, 0.970636, -1.726817], [-2.571654, 0.562983, -2.616993], [-3.370269, 1.042064, -1.568682], [-1.377694, -0.677095, 3.708485], [-0.757722, -1.370548, 4.291227], [-1.288694, -1.304754, 2.858246], [-1.612043, -1.602603, 0.850305], [-1.254413, -2.309162, 1.331661], [-1.968556, -1.930557, 0.034880]], "atomic_forces_ev_per_a": [[0.6, -2.5, -2.2], [-0.5, 0.3, 0.2], [0.0, 1.0, -0.4], [-0.2, 1.1, 1.5], [0.1, -0.2, 1.0], [0.7, 1.4, -1.0], [-0.3, -1.5, 0.4], [-0.4, 0.1, 0.5], [4.0, 1.1, 7.0], [1.5, -2.3, -0.5], [-5.6, 1.3, -6.6], [4.4, -3.6, 3.1], [-0.5, -1.3, 0.5], [-4.0, 4.8, -3.5], [7.7, -1.4, -2.7], [0.5, 0.4, 0.5], [-8.1, 1.0, 2.2], [3.2, -5.6, -0.7], [-2.4, 3.1, -1.5], [-0.9, 2.7, 2.5], [-0.2, 2.3, -0.5], [0.7, -1.9, 0.6], [-0.3, -0.5, -0.5]], "mulliken_charge": [-0.374, 0.358, 0.298, 0.296, 0.375, -0.586, 0.300, 0.309, -0.541, 0.296, 0.245, -0.569, 0.320, 0.267, -0.553, 0.321, 0.258, -0.581, 0.372, 0.242, -0.629, 0.294, 0.281], "homo_lumo_gap_ev": 10.61, "total_charge": 1, "homo_energy_ev": -13.77, "spin_multiplicity": 1, "energy_ha": -515.47667, "e_lumo_ha": -0.116, "relative_energy_kcal_mol": 95.4}